{"formula": "C36H34N3", "method": "wB97M-V/def2-TZVPD", "total_charge": 1, "lumo_energy_ev": -3.12, "homo_energy_ha": -0.354, "homo_lumo_gap_ev": 6.51, "elements": ["C", "N", "C", "H", "C", "C", "C", "C", "C", "C", "N", "C", "C", "C", "C", "C", "C", "C", "H", "H", "H", "H", "H", "H", "H", "H", "H", "H", "H", "H", "H", "H", "H", "C", "N", "C", "C", "C", "C", "C", "C", "C", "C", "C", "C", "C", "C", "C", "C", "C", "C", "C", "C", "C", "C", "H", "H", "H", "H", "H", "H", "H", "H", "H", "H", "H", "H", "H", "H", "H", "H", "H", "H"], "positions_angstrom": [[-2.16265, -2.19448, 0.93157], [-1.48029, -2.48028, -0.30579], [-0.13465, -2.45186, -0.46471], [-0.37625, 0.34703, -0.21039], [0.81554, -2.52953, 0.65025], [0.71895, -3.62697, 1.54324], [1.64316, -3.81128, 2.56633], [2.69710, -2.89683, 2.72159], [2.76384, -1.77589, 1.89039], [1.80985, -1.56804, 0.88716], [0.08692, -2.42787, -1.80157], [1.32988, -2.04446, -2.42630], [-1.08662, -2.86231, -2.47145], [-2.09317, -2.87607, -1.50555], [-3.18165, -3.74211, -1.58334], [-3.09730, -4.77599, -2.52265], [-2.08599, -4.77654, -3.49447], [-1.13597, -3.74610, -3.55123], [-3.22799, -2.37180, 0.76753], [-1.77346, -2.79805, 1.75487], [-2.00222, -1.13908, 1.16448], [-0.06985, -4.36205, 1.40585], [1.55949, -4.67772, 3.22680], [3.46250, -3.07842, 3.48258], [3.58122, -1.06152, 2.04031], [1.83059, -0.63805, 0.31951], [1.22969, -2.19937, -3.50450], [1.49655, -0.98125, -2.22778], [2.17070, -2.62201, -2.02431], [-3.97584, -3.68744, -0.83962], [-3.78441, -5.62550, -2.45792], [-1.99894, -5.62727, -4.17521], [-0.37557, -3.69278, -4.32963], [4.41377, 2.48895, 3.79122], [3.35084, 3.35420, 3.31651], [3.54598, 4.78424, 3.38033], [2.41670, 2.88022, 2.40558], [1.60496, 1.77427, 2.73874], [0.59114, 1.42523, 1.86607], [0.50600, 1.98442, 0.58806], [-0.54405, 1.40965, -0.32502], [-0.51735, 1.68320, -1.81324], [-1.83365, 1.80932, -2.29070], [-2.08623, 1.89951, -3.65341], [-0.99535, 1.92061, -4.53417], [0.31718, 1.81196, -4.05472], [0.56882, 1.63324, -2.68024], [-2.76201, 1.77961, -1.16298], [-2.00830, 1.65470, 0.02074], [-2.60424, 1.73044, 1.27707], [-4.00951, 1.83287, 1.33215], [-4.76314, 1.87118, 0.14517], [-4.14622, 1.87294, -1.11487], [1.38052, 3.01196, 0.21992], [2.28663, 3.51493, 1.14845], [4.06660, 1.45031, 3.81687], [5.30548, 2.54093, 3.14207], [4.74179, 2.77668, 4.79770], [2.55786, 5.26375, 3.33523], [4.03783, 5.05834, 4.31258], [4.12790, 5.15955, 2.52774], [1.73325, 1.25770, 3.69576], [-0.12922, 0.66969, 2.17172], [-3.12657, 1.91137, -3.97448], [-1.17880, 2.01558, -5.60487], [1.16170, 1.87956, -4.75128], [1.57053, 1.46407, -2.28301], [-2.00338, 1.73661, 2.18348], [-4.49565, 1.88593, 2.31578], [-5.85008, 1.89555, 0.21009], [-4.68860, 1.92786, -2.06416], [1.34626, 3.42889, -0.78818], [2.95744, 4.35185, 0.90033]]}



{"formula": "C36H34N3O", "method": "wB97M-V/def2-TZVPD", "total_charge": 1, "smiles": "CN1CCc2cc(C(c3ccc4c(c3)CCN4C)[C@@H](C(=O)c3ccccc3)[n+]3ccc4ccccc4c3)ccc21", "lumo_energy_ev": -3.90, "homo_energy_ha": -0.332, "homo_lumo_gap_ev": 5.13, "elements": ["C", "N", "C", "C", "C", "C", "C", "C", "C", "C", "C", "C", "C", "C", "C", "C", "N", "C", "C", "C", "O", "C", "C", "C", "C", "C", "C", "N", "C", "C", "C", "C", "C", "C", "C", "C", "C", "C", "C", "C", "H", "H", "H", "H", "H", "H", "H", "H", "H", "H", "H", "H", "H", "H", "H", "H", "H", "H", "H", "H", "H", "H", "H", "H", "H", "H", "H", "H", "H", "H", "H", "H", "H", "H"], "positions_angstrom": [[0.67546, -6.74737, -0.92450], [1.27339, -5.56379, -0.39385], [2.66573, -5.57000, 0.10623], [2.91739, -4.11057, 0.49213], [1.67093, -3.39536, 0.13767], [1.36020, -2.06463, 0.24351], [0.06685, -1.62473, -0.11710], [0.03552, -0.04734, -0.38005], [-1.05571, 0.37648, -1.42772], [-1.39019, -0.40955, -2.53334], [-2.36728, -0.00388, -3.42727], [-2.97811, 1.23481, -3.27636], [-2.58206, 2.06217, -2.21651], [-1.67340, 1.62141, -1.29351], [-3.32862, 3.34091, -2.24628], [-4.28552, 3.19322, -3.42882], [-3.94597, 1.85735, -3.98801], [-4.72646, 1.33144, -5.07411], [0.30854, 1.09788, 0.52415], [-0.71753, 1.29687, 1.58138], [-1.14031, 0.30492, 2.16750], [-1.40930, 2.59985, 1.60928], [-2.61148, 2.61510, 2.31788], [-3.52803, 3.64043, 2.11525], [-3.16517, 4.77060, 1.36569], [-1.83958, 4.88676, 0.90067], [-0.96597, 3.80909, 1.01675], [1.75216, 1.08852, 1.29124], [2.85373, 1.77454, 0.80350], [4.13187, 1.59769, 1.29732], [4.34857, 0.82134, 2.45699], [5.62615, 0.59468, 3.00664], [5.77613, -0.13532, 4.17957], [4.63223, -0.68180, 4.81278], [3.36491, -0.48190, 4.28839], [3.18380, 0.26214, 3.09117], [1.93307, 0.41338, 2.45014], [-0.86641, -2.55365, -0.62720], [-0.49924, -3.88167, -0.81378], [0.73687, -4.31470, -0.38575], [-0.09850, -6.45578, -1.64836], [1.42715, -7.37926, -1.43659], [0.19092, -7.36241, -0.14253], [2.78937, -6.26499, 0.96758], [3.36191, -5.92303, -0.69145], [3.13194, -4.02974, 1.57375], [3.79628, -3.71605, -0.04748], [2.12534, -1.35390, 0.55652], [1.07385, 0.00906, -0.69426], [-0.87881, -1.35011, -2.70824], [-2.63616, -0.61696, -4.25589], [-1.46597, 2.31604, -0.50183], [-3.88226, 3.52561, -1.30738], [-2.65593, 4.20673, -2.39633], [-4.13795, 3.97889, -4.20231], [-5.35562, 3.21491, -3.11899], [-4.43389, 0.28930, -5.25894], [-5.80842, 1.37169, -4.83720], [-4.57159, 1.92063, -5.99658], [0.49504, 1.88768, -0.21091], [-2.87374, 1.74653, 2.90848], [-4.54110, 3.53925, 2.51852], [-3.89303, 5.59354, 1.23783], [-1.56033, 5.82281, 0.39865], [0.01725, 3.92135, 0.55935], [2.65943, 2.45205, -0.02457], [4.98070, 2.01310, 0.73334], [6.51612, 1.01663, 2.53106], [6.76274, -0.30555, 4.63954], [4.73942, -1.25248, 5.73506], [2.46572, -0.87412, 4.75777], [1.05109, -0.04779, 2.88197], [-1.87769, -2.29254, -0.95359], [-1.15048, -4.60639, -1.26762]]}



{"formula": "C36H34N4O6RbSSb", "method": "wB97M-V/def2-TZVPD", "total_charge": -2, "lumo_energy_ev": 3.55, "homo_energy_ha": -0.111, "homo_lumo_gap_ev": 6.57, "elements": ["Rb", "C", "C", "N", "N", "C", "O", "C", "C", "C", "C", "C", "C", "C", "C", "C", "C", "C", "N", "H", "H", "H", "H", "H", "H", "H", "H", "H", "H", "H", "H", "O", "C", "O", "C", "C", "C", "N", "C", "C", "C", "O", "O", "H", "H", "H", "O", "S", "C", "C", "C", "C", "C", "C", "C", "C", "C", "C", "C", "C", "H", "H", "H", "H", "H", "H", "H", "H", "H", "H", "C", "Sb", "C", "C", "H", "H", "H", "H", "H", "H", "H", "H", "H"], "positions_angstrom": [[-0.85394, 0.30050, 0.92722], [-5.04980, 2.00228, -1.09721], [-3.55049, 2.02268, -0.96873], [-2.92855, 2.18693, 0.14346], [-3.69990, 2.34369, 1.25086], [-2.97753, 2.52002, 2.37024], [-1.74734, 2.57590, 2.52311], [-3.85792, 2.64749, 3.60325], [-3.24330, 2.74503, 4.84653], [-4.00002, 2.83092, 6.00713], [-5.38634, 2.82253, 5.93720], [-6.00840, 2.72900, 4.69796], [-5.24968, 2.64090, 3.54004], [-2.72820, 1.82472, -2.18313], [-3.28792, 2.00527, -3.45289], [-2.51614, 1.79065, -4.58076], [-1.19771, 1.39969, -4.42678], [-0.71946, 1.25103, -3.13146], [-1.44642, 1.45292, -2.04067], [-5.47633, 1.76816, -0.12524], [-5.37126, 1.25772, -1.82888], [-5.44494, 2.97507, -1.40926], [-2.16139, 2.74049, 4.87496], [-3.50652, 2.89614, 6.96975], [-5.97924, 2.88233, 6.84269], [-7.09072, 2.71690, 4.63537], [-5.71609, 2.55777, 2.56850], [-4.32086, 2.31062, -3.54802], [-2.94383, 1.91673, -5.56865], [-0.55796, 1.19419, -5.27447], [0.30214, 0.92680, -2.96323], [6.63704, -1.80530, 4.00178], [5.69077, -2.45088, 3.50264], [5.56234, -3.68183, 3.35087], [4.50779, -1.59148, 2.98794], [4.54027, -0.20240, 3.07712], [3.47382, 0.53164, 2.59317], [2.40059, -0.00926, 2.00705], [2.37272, -1.34346, 1.92218], [3.38440, -2.16292, 2.41285], [1.15250, -1.89482, 1.20960], [0.23691, -2.38426, 1.88884], [1.13316, -1.71046, -0.04866], [5.40426, 0.26781, 3.52741], [3.47097, 1.61614, 2.66492], [3.31989, -3.24070, 2.33868], [-2.47060, -1.48305, -0.85949], [-1.31273, -1.85072, -1.72904], [-1.97784, -1.89598, -3.40551], [-1.13325, -2.18420, -4.47070], [-1.63553, -2.14711, -5.76040], [-2.96855, -1.81224, -5.98089], [-3.79543, -1.51128, -4.90939], [-3.29881, -1.54655, -3.61136], [-1.09331, -3.62696, -1.58616], [0.18845, -4.14748, -1.60768], [0.35350, -5.52355, -1.50253], [-0.75123, -6.34848, -1.35913], [-2.03179, -5.80598, -1.31265], [-2.20656, -4.43712, -1.42482], [-0.09157, -2.42241, -4.28384], [-0.98579, -2.37074, -6.59775], [-3.35653, -1.77877, -6.99190], [-4.82881, -1.23531, -5.08212], [-3.90910, -1.29407, -2.75232], [1.03482, -3.47529, -1.65700], [1.35106, -5.94398, -1.50153], [-0.61563, -7.41872, -1.26030], [-2.89069, -6.45201, -1.17839], [-3.18923, -3.98471, -1.36755], [4.25201, -0.03843, -3.64751], [2.74410, -0.85111, -2.28772], [2.59304, 1.03932, -1.27788], [4.20545, -1.76856, -1.02152], [5.05433, 0.45725, -3.09794], [3.78227, 0.68738, -4.31552], [4.68180, -0.83678, -4.25611], [3.57973, 1.29568, -0.89082], [1.89998, 0.98511, -0.44088], [2.27113, 1.81174, -1.97825], [4.60245, -1.03739, -0.31702], [5.01998, -2.16729, -1.62779], [3.73742, -2.56754, -0.45278]]}



In order of appearance, relative energy (zero: lowest compared OMol25 entry of this formula, charge and spin) = 0.1; 0.0; 15.1 kcal/mol.